1) Molecular formula: C6H8O2
Method: DFT, the ωB97M-V functional and the def2-TZVPD basis

CARTESIAN COORDINATES (ANGSTROEM)
C1 -1.951 -1.311 0.077
C2 -1.032 -0.163 -0.136
C3 -1.555 1.291 -0.210
C4 0.293 -0.304 -0.231
C5 1.505 0.473 -0.398
C6 2.608 0.411 0.592
H1 -1.677 -2.164 -0.565
H2 -2.927 -1.022 -0.324
H3 -2.072 -1.847 1.038
H4 -2.628 1.444 -0.192
H5 0.668 -1.439 -0.197
H6 1.459 1.441 -0.943
H7 3.379 1.228 0.550
H8 2.189 -0.006 1.616
O1 -0.853 2.328 -0.055
O2 2.593 -0.361 -0.621

Calculated values
- HOMO-LUMO gap: 9.47 eV
- HOMO level: -9.55 eV
- M: 112.128 g mol⁻¹



2) Molecular formula: C6H8O2
Method: DFT, the ωB97M-V functional and the def2-TZVPD basis

CARTESIAN COORDINATES (ANGSTROEM)
C1 0.297 1.744 -0.169
C2 0.157 0.227 -0.555
C3 0.147 -0.495 -1.645
C4 -0.192 -1.959 -0.865
C5 -0.750 -1.797 0.360
C6 -0.495 -0.397 0.806
H1 1.962 1.584 0.832
H2 0.682 2.460 -1.134
H3 -0.732 2.190 -0.089
H4 0.323 -0.544 -2.852
H5 0.493 -3.040 -1.225
H6 -0.723 -2.683 1.159
H7 0.215 -0.991 1.609
H8 -0.799 1.185 1.627
O1 0.878 1.992 1.110
O2 -1.463 0.527 1.029

Calculated values
- HOMO-LUMO gap: 9.32 eV
- HOMO level: -8.96 eV
- M: 112.128 g mol⁻¹



3) Molecular formula: C6H8O2
Method: DFT, the ωB97M-V functional and the def2-TZVPD basis

CARTESIAN COORDINATES (ANGSTROEM)
C1 2.378 -0.013 0.110
C2 1.114 0.723 -0.101
C3 -1.090 0.630 -0.299
C4 -2.282 -0.015 0.099
C5 -1.041 -0.772 0.405
C6 0.965 -0.739 0.017
H1 3.079 0.038 -0.647
H2 3.004 -0.146 1.042
H3 1.013 0.718 -1.327
H4 -1.089 0.587 -1.393
H5 -2.903 -0.007 -0.768
H6 -3.097 0.541 0.867
H7 -0.734 -0.645 1.528
H8 0.841 -0.920 1.124
O1 0.018 1.479 0.202
O2 -0.065 -1.360 -0.427

Calculated values
- HOMO-LUMO gap: 9.26 eV
- HOMO level: -8.26 eV
- M: 112.128 g mol⁻¹



4) Molecular formula: C6H8O2
Method: DFT, the ωB97M-V functional and the def2-TZVPD basis

CARTESIAN COORDINATES (ANGSTROEM)
C1 -1.530 -1.845 -0.151
C2 -0.812 -0.821 -0.954
O1 0.827 -0.780 -0.426
O2 -1.044 -0.336 -2.006
H1 1.547 -0.805 -1.088
H2 -1.427 -2.797 -0.678
H3 -2.589 -1.582 -0.099
H4 -1.118 -1.917 0.852
C3 1.061 1.025 -0.125
C4 2.247 1.181 0.582
C5 -0.290 1.240 0.484
C6 -1.255 1.531 1.153
H5 1.067 1.492 -1.112
H6 2.339 0.794 1.589
H7 3.023 1.813 0.171
H8 -2.046 1.806 1.809

Calculated values
- HOMO-LUMO gap: 7.59 eV
- HOMO level: -7.32 eV
- M: 112.128 g mol⁻¹



We find 1) to be the most stable, with the next structure 0.0866 hartree higher.



1) Molecular formula: C6H8O2
Method: DFT, the ωB97M-V functional and the def2-TZVPD basis

CARTESIAN COORDINATES (ANGSTROEM)
C1 1.704 -0.321 1.569
C2 0.514 -0.179 0.932
C3 -1.565 0.931 0.576
C4 -0.102 0.478 -1.184
C5 0.343 -0.874 -1.773
C6 0.060 -0.766 -0.350
H1 1.742 0.024 2.616
H2 2.512 -1.039 1.398
H3 -2.029 1.885 0.964
H4 -2.208 0.014 0.729
H5 0.700 1.190 -1.212
H6 1.315 -0.681 -2.107
H7 -0.252 -1.473 -2.393
H8 -1.006 -1.130 -0.310
O1 -0.388 0.806 1.369
O2 -1.341 1.134 -0.824

Calculated values
- HOMO-LUMO gap: 9.45 eV
- HOMO level: -8.45 eV
- M: 112.128 g mol⁻¹



2) Molecular formula: C6H8O2
Method: DFT, the ωB97M-V functional and the def2-TZVPD basis

CARTESIAN COORDINATES (ANGSTROEM)
C1 0.550 -1.799 0.552
C2 0.924 1.713 -0.433
C3 -0.977 -1.147 1.075
C4 -0.572 0.316 1.059
C5 -0.179 0.697 -0.352
C6 -1.007 0.430 -1.377
O1 -2.065 -1.601 0.908
O2 -0.199 0.900 2.045
H1 0.321 -2.864 0.546
H2 1.005 -1.629 -0.421
H3 1.245 -1.541 1.351
H4 0.691 2.560 0.213
H5 1.865 1.286 -0.080
H6 1.037 2.095 -1.444
H7 -0.881 0.924 -2.326
H8 -1.759 -0.339 -1.315

Calculated values
- HOMO-LUMO gap: 9.41 eV
- HOMO level: -9.29 eV
- M: 112.128 g mol⁻¹



3) Molecular formula: C6H8O2
Method: DFT, the ωB97M-V functional and the def2-TZVPD basis

CARTESIAN COORDINATES (ANGSTROEM)
C1 1.483 -1.249 0.029
C2 1.545 -0.091 -0.913
C3 0.748 1.026 -0.630
C4 -0.357 1.121 0.373
C5 -1.589 0.678 0.420
C6 -2.054 -0.590 -0.250
H1 0.153 0.150 1.508
H2 2.419 -1.934 0.440
H3 0.657 -1.902 -0.145
H4 1.936 -0.124 -2.037
H5 1.014 2.095 -1.153
H6 -0.267 2.003 0.912
H7 -2.381 1.182 1.103
H8 -1.024 -1.193 -0.743
O1 1.091 -0.433 1.324
O2 -3.376 -0.738 -0.238

Calculated values
- HOMO-LUMO gap: 8.81 eV
- HOMO level: -9.47 eV
- M: 112.128 g mol⁻¹



We find 2) to be the most stable, with the next structure 0.0727 hartree higher.



1) Molecular formula: C6H8O2
Method: DFT, the ωB97M-V functional and the def2-TZVPD basis

CARTESIAN COORDINATES (ANGSTROEM)
C1 -1.780 0.125 0.290
C2 -0.494 -0.580 0.529
C3 1.499 -1.076 -0.195
C4 1.802 0.487 -0.312
C5 0.829 1.447 -0.096
C6 -0.541 0.784 -0.134
H1 -3.826 0.423 -0.268
H2 -2.035 0.290 1.353
H3 -0.226 -0.545 1.673
H4 2.089 -1.615 -1.016
H5 1.997 -1.442 0.674
H6 2.896 0.597 -0.280
H7 1.057 2.487 -0.168
H8 -0.706 0.464 -1.165
O1 -2.740 -0.328 -0.653
O2 0.180 -1.519 -0.230

Calculated values
- HOMO-LUMO gap: 8.67 eV
- HOMO level: -8.85 eV
- M: 112.128 g mol⁻¹



2) Molecular formula: C6H8O2
Method: DFT, the ωB97M-V functional and the def2-TZVPD basis

CARTESIAN COORDINATES (ANGSTROEM)
C1 -1.538 -0.423 -0.641
C2 0.257 -1.303 0.709
C3 1.488 0.192 -0.648
C4 0.530 1.033 0.070
C5 -0.924 0.833 0.123
C6 0.040 0.189 1.081
H1 -1.557 -0.292 -1.790
H2 -2.581 -0.502 -0.275
H3 0.591 -2.129 1.443
H4 2.468 0.520 -0.612
H5 1.404 0.397 -1.954
H6 0.749 2.104 0.212
H7 -1.478 1.871 0.388
H8 -0.146 0.128 2.288
O1 -0.751 -1.467 -0.241
O2 1.449 -1.151 -0.153

Calculated values
- HOMO-LUMO gap: 10.36 eV
- HOMO level: -9.51 eV
- M: 112.128 g mol⁻¹



We find 2) to be the most stable, with the next structure 0.0929 hartree higher.



1) Molecular formula: C16H19N3O3
Method: DFT, the ωB97M-V functional and the def2-TZVPD basis

CARTESIAN COORDINATES (ANGSTROEM)
C1 -1.486 4.945 4.915
C2 -0.450 5.045 3.671
C3 0.014 3.668 3.073
C4 0.953 3.904 2.009
C5 1.189 2.667 1.351
O1 2.245 1.988 1.858
N1 0.205 2.080 0.840
C6 0.352 0.943 -0.079
N2 -0.746 0.804 -0.769
C7 -1.010 -0.413 -1.454
C8 0.159 -1.452 -1.341
C9 1.258 -1.172 -0.644
C10 1.139 -0.026 -0.048
H1 2.235 -0.010 0.712
C11 2.197 -2.272 -0.675
H2 1.712 -3.300 -0.056
H3 2.430 -2.564 -1.569
H4 2.917 -2.051 0.159
N3 -0.104 -2.683 -2.253
C12 -1.239 -3.020 -2.844
O2 -2.219 -2.195 -3.202
C13 -1.006 -4.313 -3.377
C14 0.034 -5.282 -3.474
C15 -0.461 -6.358 -4.178
C16 -1.474 -5.835 -5.010
O3 -2.044 -4.805 -4.441
H5 -2.557 -6.401 -5.535
H6 0.222 -7.248 -4.586
H7 0.808 -5.173 -2.862
H8 0.483 -3.338 -2.041
H9 -1.754 -0.476 -2.026
H10 -0.443 2.756 0.405
H11 0.638 4.526 1.275
H12 1.782 4.421 2.455
H13 -1.026 3.363 2.804
H14 0.516 3.054 3.999
H15 -0.772 5.880 2.829
H16 0.430 5.476 4.375
H17 -1.664 6.006 5.317
H18 -2.261 4.585 4.663
H19 -1.201 4.274 5.752

Calculated values
- HOMO-LUMO gap: 8.28 eV
- HOMO level: -8.80 eV
- M: 301.346 g mol⁻¹



2) Molecular formula: C16H19N3O3
Method: DFT, the ωB97M-V functional and the def2-TZVPD basis

CARTESIAN COORDINATES (ANGSTROEM)
C1 -2.307 -3.338 6.123
C2 -2.611 -4.074 4.822
C3 -2.673 -3.149 3.609
C4 -1.326 -2.518 3.266
C5 -1.392 -1.741 1.962
O1 -2.385 -1.656 1.278
N1 -0.197 -1.153 1.653
C6 0.141 -0.375 0.551
N2 1.407 0.029 0.560
C7 1.844 0.773 -0.437
C8 1.041 1.160 -1.509
C9 -0.300 0.735 -1.522
C10 -0.747 -0.045 -0.470
H1 -1.764 -0.397 -0.431
C11 -1.233 1.107 -2.635
H2 -0.869 0.728 -3.591
H3 -2.215 0.680 -2.453
H4 -1.340 2.190 -2.708
N3 1.514 1.945 -2.560
C12 2.764 2.458 -2.751
O2 3.712 2.314 -2.005
C13 2.865 3.235 -3.998
C14 3.946 3.893 -4.527
C15 3.503 4.472 -5.735
C16 2.190 4.129 -5.856
O3 1.791 3.383 -4.816
H5 1.459 4.347 -6.610
H6 4.079 5.062 -6.418
H7 4.922 3.943 -4.093
H8 0.835 2.158 -3.278
H9 2.878 1.076 -0.385
H10 0.585 -1.280 2.282
H11 -1.008 -1.835 4.057
H12 -0.564 -3.297 3.166
H13 -3.401 -2.356 3.787
H14 -3.017 -3.714 2.741
H15 -1.853 -4.843 4.654
H16 -3.574 -4.578 4.921
H17 -2.369 -4.022 6.966
H18 -1.307 -2.911 6.110
H19 -3.023 -2.535 6.280

Calculated values
- HOMO-LUMO gap: 8.58 eV
- HOMO level: -8.07 eV
- M: 301.346 g mol⁻¹



We find 2) to be the most stable, with the next structure 0.5122 hartree higher.



1) Molecular formula: C3H9N2S
Method: DFT, the ωB97M-V functional and the def2-TZVPD basis

CARTESIAN COORDINATES (ANGSTROEM)
C1 0.689 0.699 -0.110
C2 -0.751 -1.245 -0.766
C3 -0.516 -0.197 0.289
N1 0.872 1.799 0.629
N2 1.413 0.496 -1.212
S1 -2.080 0.941 0.600
H1 -0.938 -0.858 -1.806
H2 0.121 -2.006 -0.876
H3 -1.642 -1.887 -0.351
H4 -0.248 -0.821 1.063
H5 0.173 2.103 1.301
H6 1.603 2.407 0.587
H7 1.207 -0.303 -1.791
H8 2.214 1.067 -1.534
H9 -2.886 0.314 -0.194

Calculated values
- Spin multiplicity: 3
- Net charge: +1
- HOMO-LUMO gap (spin up / spin down): 6.58 / 7.25 eV
- HOMO level (spin up / spin down): -9.66 / -14.91 eV
- M: 105.186 g mol⁻¹



2) Molecular formula: C3H9N2S
Method: DFT, the ωB97M-V functional and the def2-TZVPD basis

CARTESIAN COORDINATES (ANGSTROEM)
C1 0.098 0.673 -0.777
C2 -0.089 -0.758 1.645
C3 -0.306 -0.663 -0.863
N1 -0.747 1.619 -0.490
N2 1.398 0.995 -1.024
S1 0.724 -1.942 -1.496
H1 -0.077 -1.765 1.349
H2 0.662 -0.583 2.321
H3 -1.000 -0.277 1.725
H4 -1.232 -0.993 -0.745
H5 -1.648 1.304 -0.346
H6 -0.417 2.540 -0.793
H7 1.986 0.449 -1.566
H8 1.918 1.598 -0.383
H9 -0.203 -2.907 -1.613

Calculated values
- Spin multiplicity: 3
- Net charge: +1
- HOMO-LUMO gap (spin up / spin down): 8.90 / 8.64 eV
- HOMO level (spin up / spin down): -11.97 / -15.13 eV
- M: 105.186 g mol⁻¹



We find 2) to be the most stable, with the next structure 0.0171 hartree higher.



1) Molecular formula: C9H13N5
Method: DFT, the ωB97M-V functional and the def2-TZVPD basis

CARTESIAN COORDINATES (ANGSTROEM)
C1 3.249 -0.636 0.540
C2 -3.177 -0.744 0.668
C3 2.499 0.529 0.569
C4 -2.466 0.443 0.735
C5 2.402 -1.664 0.210
C6 -2.311 -1.688 0.224
C7 -0.012 -1.709 -0.668
C8 -0.010 0.871 0.229
C9 0.005 2.347 0.509
N1 1.229 0.237 0.176
N2 -1.210 0.248 0.299
N3 1.199 -1.083 -0.122
N4 -1.186 -1.057 -0.109
N5 -0.216 0.922 -2.137
H1 4.249 -0.582 0.847
H2 -4.245 -0.708 0.989
H3 2.669 1.490 0.832
H4 -2.800 1.395 1.015
H5 2.710 -2.660 0.188
H6 -2.616 -2.665 0.101
H7 -0.225 -1.523 -1.825
H8 0.104 -2.843 -0.483
H9 0.375 3.057 -0.289
H10 0.623 2.501 1.469
H11 -1.107 2.672 0.782
H12 -0.502 1.860 -2.419
H13 0.773 0.986 -2.329

Calculated values
- Spin multiplicity: 3
- Net charge: +2
- HOMO-LUMO gap (spin up / spin down): 7.56 / 8.57 eV
- HOMO level (spin up / spin down): -15.23 / -18.17 eV
- M: 191.238 g mol⁻¹



2) Molecular formula: C9H13N5
Method: DFT, the ωB97M-V functional and the def2-TZVPD basis

CARTESIAN COORDINATES (ANGSTROEM)
C1 3.271 -0.585 -0.804
C2 -2.889 -1.390 -0.789
C3 2.499 0.544 -0.722
C4 -2.423 -0.111 -0.960
C5 2.532 -1.590 -0.376
C6 -1.893 -2.107 -0.116
C7 0.278 -1.638 0.821
C8 -0.454 1.165 -0.066
C9 -0.222 1.622 1.367
N1 1.263 0.210 -0.268
N2 -1.272 -0.014 -0.267
N3 1.298 -1.097 -0.032
N4 -0.967 -1.251 0.250
N5 -0.581 2.080 -0.988
H1 4.206 -0.655 -1.196
H2 -3.717 -1.878 -1.292
H3 2.674 1.639 -0.822
H4 -2.990 0.797 -1.278
H5 2.838 -2.560 -0.345
H6 -1.770 -3.171 0.097
H7 0.332 -2.762 0.890
H8 0.468 -1.237 1.833
H9 -0.283 2.622 1.415
H10 0.685 1.428 1.749
H11 -0.971 1.155 2.079
H12 -1.088 2.008 -1.907
H13 -0.306 2.938 -0.558

Calculated values
- Spin multiplicity: 3
- Net charge: +2
- HOMO-LUMO gap (spin up / spin down): 5.21 / 6.90 eV
- HOMO level (spin up / spin down): -13.09 / -17.42 eV
- M: 191.238 g mol⁻¹



We find 1) to be the most stable, with the next structure 0.0236 hartree higher.